# C43H43BN2O20PS2

5 unconnected molecules or ions with the total composition C43H43BN2O20PS2 (the ωB97M-V functional and the def2-TZVPD basis, the OMol25 dataset).

The geometry in ORCA input format:
```
! wB97M-V def2-TZVPD RIJCOSX def2/J DEFGRID3
* xyz -1 1
C -3.5313 -0.2264 -3.7828
C -2.0765 -0.5323 -3.3884
O -1.1976 0.0074 -4.3878
C -1.7906 0.1513 -2.0826
O -0.5445 -0.1933 -1.5605
B -0.2289 0.5294 -0.2719
C 1.1303 1.4326 -0.5004
C 2.4386 1.0742 0.2099
C 2.9419 -0.3392 -0.0312
S 2.8258 -0.7864 -1.7819
C 4.1357 -1.9868 -1.9144
S 5.6318 -1.6653 -1.3860
N 3.8942 -3.2494 -2.5538
C 3.3057 -4.2525 -1.6932
C 3.6823 -5.5716 -1.9345
C 3.1464 -6.6113 -1.1940
C 2.2224 -6.3527 -0.1915
C 1.8598 -5.0372 0.0655
C 2.3925 -3.9962 -0.6817
C 3.1812 -3.1368 -3.8229
C 1.8153 -2.8804 -3.9159
C 1.2222 -2.8147 -5.1676
C 1.9807 -3.0190 -6.3149
C 3.3442 -3.2715 -6.2290
C 3.9386 -3.3310 -4.9749
P -0.3108 -0.8110 1.1496
N -1.8039 -1.0124 1.6328
O 0.5986 -0.4518 2.4868
O 0.1332 -2.2613 0.5140
H -4.1937 -0.9207 -3.2679
H -3.6706 -0.2875 -4.8561
H -3.8005 0.7682 -3.4385
H -1.9775 -1.6147 -3.3178
H -1.1455 -0.6165 -5.1123
H -2.5773 -0.1220 -1.3775
H -1.8475 1.2272 -2.2838
H -1.1472 1.2890 -0.0427
H 1.2958 1.4560 -1.5778
H 0.8942 2.4626 -0.2261
H 3.2260 1.7307 -0.1762
H 2.4106 1.2703 1.2769
H 2.4458 -1.0716 0.6010
H 3.9959 -0.3707 0.2253
H 4.3939 -5.7649 -2.7206
H 3.4523 -7.6199 -1.4226
H 1.7808 -7.1461 0.3883
H 1.1389 -4.8032 0.8316
H 2.0777 -2.9927 -0.4634
H 1.2603 -2.7364 -3.0072
H 0.1638 -2.6190 -5.2274
H 1.5168 -2.9854 -7.2900
H 3.9345 -3.4377 -7.1133
H 4.9935 -3.5288 -4.8764
H -1.9193 -0.8385 2.6189
H 0.6948 -1.2447 3.0309
H 0.3242 -2.1145 -0.4239
C -5.8295 5.0400 -1.3911
C -4.8937 4.0931 -1.2213
C -5.2548 2.6499 -0.9902
O -4.3362 1.8708 -0.8710
C -6.6642 2.2885 -0.9255
C -7.5922 3.2370 -1.0917
C -7.2308 4.6744 -1.3474
O -8.1482 5.4640 -1.5027
O -8.9022 2.9971 -1.0486
O -3.5940 4.3361 -1.2417
H -5.5822 6.0783 -1.5603
H -6.9122 1.2523 -0.7438
H -9.3319 3.8593 -1.2040
H -3.1504 3.4745 -1.0886
C 1.4361 4.4918 -2.6652
C 0.4376 4.0106 -3.4234
C -0.6583 4.9037 -3.9437
O -1.5221 4.4077 -4.6406
C -0.6222 6.3159 -3.5877
C 0.3784 6.7839 -2.8323
C 1.4851 5.8959 -2.3292
O 2.3593 6.4205 -1.6598
O 0.4837 8.0577 -2.4634
O 0.3538 2.7376 -3.7608
H 2.2220 3.8529 -2.2866
H -1.4193 6.9480 -3.9526
H 1.2984 8.1056 -1.9266
H -0.4605 2.6313 -4.2908
C -2.2723 2.2399 5.9248
C -1.3006 1.6594 5.1950
C 0.1514 2.0730 5.3474
O 0.9964 1.5092 4.6861
C 0.4629 3.1408 6.2924
C -0.5155 3.7074 7.0047
C -1.9488 3.2805 6.8716
O -2.7667 3.8477 7.5803
O -0.3111 4.6853 7.8860
O -1.5633 0.7094 4.3182
H -3.3100 1.9546 5.8272
H 1.4968 3.4417 6.3850
H -1.1928 4.8952 8.2494
H -0.7157 0.4294 3.8990
C 1.9804 -4.5219 6.9427
C 1.1415 -3.8531 6.1397
C 1.4232 -3.6701 4.6727
O 0.5968 -3.0626 4.0195
C 2.6490 -4.2209 4.1244
C 3.4870 -4.8873 4.9292
C 3.1976 -5.0888 6.3925
O 4.0083 -5.7223 7.0448
O 4.6280 -5.4216 4.5118
O 0.0102 -3.3062 6.5598
H 1.7889 -4.6610 7.9971
H 2.8452 -4.0711 3.0711
H 5.0300 -5.8424 5.2951
H -0.4042 -2.8951 5.7749
*
```

## Properties
Electronic energy, a.u.: -4441.3631
Frontier orbital gap, eV: 4.5

Atom charges from the Löwdin analysis, given in e for atoms 1 to 5: number 1, C, carries -0.044; number 2, C, carries -0.394; number 3, O, carries -0.038; number 4, C, carries -0.252; number 5, O, carries -0.146

=====

# C2H12N2O2

3 unconnected molecules or ions with the total composition C2H12N2O2 (the ωB97M-V functional and the def2-TZVPD basis, the OMol25 dataset).

The geometry in ORCA input format:
```
! wB97M-V def2-TZVPD RIJCOSX def2/J DEFGRID3
* xyz 0 1
N 2.6532 1.2751 -0.9224
C 1.3249 0.7132 -0.4167
C 0.4994 1.8497 0.3057
N -0.9113 1.4189 0.7484
H 2.4673 2.0049 -1.5807
H 3.1685 0.5839 -1.5181
H 1.5655 0.0671 0.3597
H 0.5934 0.2438 -1.1876
H 1.1712 2.1448 1.0753
H 0.2317 2.5396 -0.5466
H -0.9484 1.7172 1.7433
H -1.6452 2.0618 0.4405
O -2.8261 -3.9211 0.7253
H -2.0638 -3.4555 1.0428
H -2.4989 -4.7801 0.6745
O -0.5663 -1.7358 -0.2052
H -0.6934 -0.7577 -0.2624
H -1.5219 -1.9701 -0.4759
*
```

## Properties
Electronic energy, a.u.: -343.3347
ΔE to the lowest compared entry with this formula, charge and spin, kJ/mol: 153.37
Frontier orbital gap, eV: 10.6
SMILES: NCCN.O.O

Atom charges from the Löwdin analysis, given in e for atoms 1 to 5: number 1, N, carries -0.017; number 2, C, carries -0.277; number 3, C, carries -0.234; number 4, N, carries -0.024; number 5, H, carries 0.033

=====

# C30H26B2Cl2F9IrN9O6S

A molecular structure, C30H26B2Cl2F9IrN9O6S (the ωB97M-V functional and the def2-TZVPD basis, the OMol25 dataset).

The geometry in ORCA input format:
```
! wB97M-V def2-TZVPD RIJCOSX def2/J DEFGRID3
* xyz 2 2
Ir 0.1870 -0.1072 -0.3520
C -3.8070 -0.2683 1.7256
C -2.4789 -0.5594 1.1286
N -1.6544 0.3386 0.7131
O -2.0199 1.6343 0.8521
B -0.9697 2.6122 0.4443
F -1.4136 3.8566 0.6965
F -0.6496 2.4106 -0.9087
O 0.2610 2.3694 1.2652
N 0.7676 1.1254 1.1544
C 1.7111 0.7762 1.9666
C 2.2554 1.6589 3.0299
C 2.2208 -0.5968 1.7730
N 1.6445 -1.1980 0.7996
O 1.9982 -2.4582 0.5074
B 1.0733 -3.1203 -0.4672
F 1.4986 -4.3921 -0.6587
F 1.0014 -2.3856 -1.6566
O -0.2959 -3.1891 0.1349
N -0.8346 -1.9788 0.3815
C -1.9803 -1.9364 0.9567
C -2.7457 -3.1214 1.4287
C 3.2566 -1.2014 2.6515
H -3.8859 0.7781 2.0010
H -3.9831 -0.8925 2.5998
H -4.5858 -0.4910 0.9932
H 1.7446 2.6160 3.0375
H 3.3212 1.8185 2.8629
H 2.1453 1.1823 4.0037
H -2.2637 -4.0377 1.1027
H -3.7681 -3.0817 1.0516
H -2.8025 -3.1239 2.5190
H 4.0134 -0.4664 2.9158
H 3.7204 -2.0501 2.1570
H 2.7976 -1.5546 3.5765
N 3.2979 3.6783 -2.1557
C 4.1436 2.6886 -2.4677
N 5.3089 2.9792 -3.0397
N 3.8875 1.4069 -2.2434
C 2.8023 1.0217 -1.6993
N 1.8413 0.6067 -1.2010
H 3.5100 4.6419 -2.3503
H 2.4051 3.4725 -1.7359
H 5.6055 3.9226 -3.2127
H 5.9368 2.2212 -3.2546
F -3.9341 5.3465 -4.6773
C -3.1152 4.3376 -4.4266
C -3.6251 3.0659 -4.1984
F -4.9386 2.8600 -4.2233
C -2.7669 2.0130 -3.9261
F -3.3162 0.8095 -3.6754
C -1.3917 2.1870 -3.9061
S -0.1706 0.9763 -3.5307
C -0.9056 3.4720 -4.1312
F 0.4149 3.6841 -4.0661
C -1.7413 4.5456 -4.3824
F -1.2388 5.7552 -4.5795
Cl -0.8899 -6.2009 -1.0769
C -2.3878 -6.8936 -1.5474
C -2.8462 -8.0220 -0.8886
C -4.1210 -8.5088 -1.1352
C -4.9805 -7.8575 -2.0185
C -4.5306 -6.7438 -2.6870
Cl -5.5752 -5.9351 -3.7975
C -3.2073 -6.2595 -2.5056
N -2.8217 -5.1557 -3.2116
C -1.5790 -4.8516 -3.7165
C -0.6800 -5.9008 -3.9767
C 0.5189 -5.6362 -4.5944
C 0.8154 -4.3329 -4.9806
C -0.0852 -3.2976 -4.7491
C -1.2827 -3.5209 -4.1018
C -2.2207 -2.3747 -3.8125
C -1.4823 -1.2286 -3.1715
O -0.9320 -0.4209 -4.0969
O -1.4105 -1.0666 -1.9872
H -2.2037 -8.4991 -0.1657
H -4.4614 -9.3940 -0.6194
H -5.9821 -8.2183 -2.1904
H -3.6029 -4.6217 -3.5871
H -0.9670 -6.9145 -3.7398
H 1.2074 -6.4396 -4.8053
H 1.7492 -4.1207 -5.4795
H 0.1649 -2.2964 -5.0738
H -3.0077 -2.6549 -3.1133
H -2.6771 -2.0075 -4.7359
*
```

## Properties
Electronic energy, a.u.: -4474.0879
ΔE to the lowest compared entry with this formula, charge and spin, kJ/mol: 269.61
Frontier orbital gap (alpha / beta), eV: 7.5 / 4.7
<S²>: 1.166

Atom charges from the Löwdin analysis, given in e for atoms 1 to 5: number 1, Ir, carries 1.497; number 2, C, carries 0.028; number 3, C, carries -0.215; number 4, N, carries -0.046; number 5, O, carries 0.086

=====

# C5H7NO

A single C5H7NO molecule (the ωB97M-V functional and the def2-TZVPD basis, the OMol25 dataset).

The geometry in ORCA input format:
```
! wB97M-V def2-TZVPD RIJCOSX def2/J DEFGRID3
* xyz 0 1
C 1.5256 0.8601 0.2759
C 0.5094 -0.1124 -0.2130
C 0.2034 -1.5095 0.2106
C -1.1395 -1.4212 0.1459
C -1.0755 0.0416 -0.2622
O -1.8230 1.0779 0.1944
N -0.3105 0.1294 -1.4541
H 1.1060 1.8690 0.3341
H 1.8632 0.5790 1.2739
H 2.3942 0.8881 -0.3845
H 0.8825 -2.3095 0.4520
H -1.9337 -2.1401 0.0499
H -1.9797 0.9514 1.1410
H -0.2226 1.0963 -1.7639
*
```

## Properties
Electronic energy, a.u.: -324.5833
ΔE to the lowest compared entry with this formula, charge and spin, kJ/mol: 370.54
Frontier orbital gap, eV: 8.4
SMILES: C[C@@]12C=C[C@]1(O)N2

Atom charges from the Löwdin analysis, given in e for atoms 1 to 5: number 1, C, carries -0.031; number 2, C, carries -0.353; number 3, C, carries -0.004; number 4, C, carries 0.029; number 5, C, carries -0.489